This record from the OMol25 dataset describes a 2-piece molecular cluster, C6H14N2O2 overall. The level of theory is ωB97M-V with the def2-TZVPD basis set.

Results
- Net charge: -1
- Frontier orbital gap (spin up / spin down): 3.12 / 9.66 eV
- <S²>: 0.75
- 2S+1: 2

Geometry (Å):
C 1.9014 2.2578 0.7954
C 1.6360 -1.4666 2.0426
C 2.1870 0.7372 1.2388
O 3.3572 0.3170 1.2287
N 1.2421 -0.2057 1.5728
H 2.9313 2.5933 1.0724
H 0.3018 0.1320 1.8889
H 2.4853 -1.8508 1.3952
H 1.4505 2.5847 -0.1049
H 0.8937 2.6128 1.0914
H 2.0782 -1.4294 3.0199
H 0.7366 -2.0650 2.1143
C -2.8427 1.0365 -0.5001
C -0.7198 -1.6811 -2.3892
C -2.3814 -0.0934 -1.4484
O -2.9331 -0.2556 -2.5991
N -1.2218 -0.9241 -1.2829
H -2.8667 1.8646 -1.3300
H -0.7910 -0.8279 -0.4556
H 0.1189 -2.3392 -1.8629
H -3.6469 0.8607 0.0957
H -2.3378 1.4959 0.2596
H -1.3778 -2.4259 -2.7299
H -0.2010 -0.9277 -3.1125

Cartesian forces (eV/Å) of the 2 atoms listed first:
C 0.1265 -2.5157 2.0509
C 1.4780 -1.1331 -0.5069

=====

This record from the OMol25 dataset describes a 2-piece molecular cluster, C6H14N2O2 overall. The level of theory is ωB97M-V with the def2-TZVPD basis set.

Results
- Net charge: 0
- Frontier orbital gap: 10.25 eV
- SMILES: CNC(C)=O.CNC(C)=O

Geometry (Å):
C -1.6875 0.5366 -2.2171
N -0.4914 -0.1332 -1.7643
C -0.5004 -1.4852 -1.6932
C 0.8128 -2.1340 -1.2920
O -1.5011 -2.1303 -1.9566
H -1.8950 0.2905 -3.2621
H -2.5572 0.1941 -1.6611
H -1.5583 1.6158 -2.1002
H 0.3472 0.3942 -1.5978
H 0.8193 -2.4284 -0.2452
H 0.8406 -3.0590 -1.8733
H 1.6473 -1.5103 -1.5849
C 1.9730 -0.3461 1.8309
N 0.7053 0.3163 2.0481
C 0.3101 1.4412 1.4051
C -1.0968 1.8846 1.7248
O 1.0362 2.0313 0.6245
H 2.8081 0.3410 1.7590
H 2.2066 -0.9725 2.6947
H 1.9129 -0.9501 0.9397
H 0.1760 -0.0020 2.8489
H -1.4740 2.4905 0.9085
H -1.7848 1.0626 1.8775
H -1.0489 2.5524 2.5862

Cartesian forces (eV/Å) of the 2 atoms listed first:
C -0.0740 0.2912 -0.2151
N -0.1974 -0.1142 0.0273

=====

This record from the OMol25 dataset describes a 2-piece molecular cluster, C6H14N2O2 overall. The level of theory is ωB97M-V with the def2-TZVPD basis set.

Results
- Net charge: 0
- Frontier orbital gap: 9.85 eV
- SMILES: CNC(C)=O.CNC(C)=O

Geometry (Å):
C 2.1996 1.0973 1.2189
N 1.0523 1.7628 1.9390
C -0.2730 1.1258 1.8409
C -1.3638 1.9610 2.3315
O -0.5241 0.0080 1.5268
H 3.2194 1.3033 1.6379
H 2.1634 0.0937 1.2410
H 2.2335 1.3646 0.1243
H 1.0732 2.8468 1.8059
H -1.3756 1.9031 3.4883
H -1.2414 2.9918 2.2731
H -2.3810 1.5408 2.0965
C -1.9623 -1.9677 -1.1678
N -0.5746 -1.8154 -1.2521
C -0.1850 -1.3920 -2.5045
C 1.3365 -0.9906 -2.4512
O -0.9849 -1.3327 -3.4341
H -2.6040 -1.4411 -1.9703
H -2.3998 -3.0427 -1.1614
H -2.4535 -1.6644 -0.2005
H -0.1336 -1.7372 -0.3546
H 1.7894 -0.7306 -3.3804
H 1.4710 -0.1565 -1.6947
H 1.9181 -1.7281 -1.9526

Cartesian forces (eV/Å) of the 2 atoms listed first:
C 0.4398 3.9033 -0.6746
N -0.3307 0.3354 -1.5013

=====

This record from the OMol25 dataset describes a 2-piece molecular cluster, C6H14N2O2 overall. The level of theory is ωB97M-V with the def2-TZVPD basis set.

Results
- Net charge: 0
- Frontier orbital gap: 9.80 eV
- SMILES: CNC(C)=O.CNC(C)=O

Geometry (Å):
C 2.0720 -0.6111 -0.1111
N 1.5317 0.7469 -0.2166
C 2.1993 1.8899 -0.0646
C 1.4339 3.1547 -0.3388
O 3.4001 1.8880 0.1788
H 1.5134 -1.1403 -0.8703
H 3.0995 -0.6062 -0.4814
H 2.1455 -0.9641 0.9114
H 0.5451 0.6936 -0.4247
H 0.3499 3.1774 -0.4434
H 1.6079 3.8810 0.4617
H 1.9150 3.6690 -1.1741
C -2.2687 0.4124 0.8420
N -1.8299 -0.9738 0.7966
C -1.3599 -1.5792 -0.3377
C -1.4825 -3.0528 -0.3717
O -0.9567 -0.9159 -1.2798
H -3.3548 0.4830 0.8774
H -1.8855 0.9237 1.7233
H -2.0072 0.8363 -0.1240
H -2.1540 -1.5494 1.5425
H -1.1242 -3.5572 0.5309
H -2.5168 -3.3912 -0.4329
H -0.8729 -3.4145 -1.1935

Cartesian forces (eV/Å) of the 2 atoms listed first:
C 1.2555 1.4445 -0.9380
N -1.2348 -1.5611 0.2347

=====

This record from the OMol25 dataset describes a 2-piece molecular cluster, C6H14N2O2 overall. The level of theory is ωB97M-V with the def2-TZVPD basis set.

Results
- Net charge: 0
- Frontier orbital gap: 9.65 eV
- SMILES: CN(C)C=O.CN(C)C=O

Geometry (Å):
C -12.3661 14.1539 5.4282
N -11.6265 12.9193 5.3226
C -12.4170 11.6746 5.2579
C -10.2462 12.9937 5.2542
O -9.6208 11.9297 5.3827
H -13.1470 14.1777 4.6681
H -11.7547 15.0361 5.2384
H -12.8387 14.1852 6.4099
H -13.3835 11.7625 4.7619
H -11.9645 10.9279 4.6053
H -12.3783 11.1305 6.2016
H -9.8123 14.0024 5.1732
C -12.4689 10.4053 10.0302
N -12.9709 9.7597 8.8508
C -14.4056 9.5929 8.8182
C -12.1238 9.2242 7.9064
O -12.5494 8.6488 6.8592
H -11.4482 10.7227 9.8166
H -12.4364 9.6446 10.8102
H -12.7292 11.4417 10.2452
H -14.5750 8.8404 9.5884
H -15.1105 10.4230 8.7718
H -14.6980 9.2814 7.8154
H -11.0570 9.3274 8.1587

Cartesian forces (eV/Å) of the 2 atoms listed first:
C -0.6287 -0.2339 -0.2821
N 0.4856 1.1801 -0.9571

=====

This record from the OMol25 dataset describes a 2-piece molecular cluster, C6H14N2O2 overall. The level of theory is ωB97M-V with the def2-TZVPD basis set.

Results
- Net charge: 0
- Frontier orbital gap: 9.55 eV
- SMILES: CNC(C)=O.CNC(C)=O

Geometry (Å):
C -2.0174 -2.2443 -0.0099
N -2.0165 -1.2931 1.1153
C -1.8506 0.0922 0.8132
C -1.7463 1.2915 1.8487
O -1.6133 0.3812 -0.3163
H -1.2026 -2.1025 -0.8015
H -1.8232 -3.2933 0.3505
H -3.0008 -2.2783 -0.5845
H -1.8611 -1.7282 1.9425
H -0.8220 1.8448 1.6041
H -2.7734 1.7362 1.5951
H -1.7881 0.9663 2.9429
C 1.1342 -0.2452 -2.4599
N 1.3284 0.6390 -1.3373
C 2.5510 0.4452 -0.5250
C 2.5898 1.3625 0.6624
O 3.3886 -0.3074 -0.9584
H 0.9091 0.4984 -3.2040
H 2.1212 -0.5705 -2.8009
H 0.5044 -1.0541 -2.1414
H 0.4586 0.8968 -0.7592
H 2.0793 2.3754 0.4473
H 1.8406 1.1515 1.3956
H 3.6104 1.4358 1.1809

Cartesian forces (eV/Å) of the 2 atoms listed first:
C 0.1459 -0.9910 -1.4423
N -0.5674 2.3270 -3.7908

=====

This record from the OMol25 dataset describes a 2-piece molecular cluster, C6H14N2O2 overall. The level of theory is ωB97M-V with the def2-TZVPD basis set.

Results
- Net charge: 0
- Frontier orbital gap: 9.64 eV
- SMILES: CNC(C)=O.CNC(C)=O

Geometry (Å):
C 0.6835 1.5119 -2.2173
N 1.3455 1.0991 -0.9157
C 1.9056 -0.2102 -0.8078
C 2.5896 -0.4443 0.4826
O 1.9219 -0.8148 -1.8446
H 0.0524 2.4652 -2.1788
H 1.4362 1.9454 -2.9544
H 0.1703 0.8210 -2.7076
H 0.7739 1.3835 -0.0616
H 2.2818 0.4921 1.0713
H 2.2346 -1.3298 0.9368
H 3.7348 -0.5481 0.1910
C -0.9205 -1.6526 2.3240
N -1.9170 -1.1413 1.4080
C -1.8323 0.1647 0.7950
C -2.7932 0.5721 -0.2684
O -0.7976 0.7801 1.0116
H 0.0700 -1.8044 1.6548
H -0.6461 -0.9392 3.0581
H -1.3217 -2.6315 2.7291
H -2.9634 -1.4204 1.3072
H -2.0773 0.5948 -1.2167
H -3.7736 0.2065 -0.2086
H -2.7619 1.6894 -0.2515

Cartesian forces (eV/Å) of the 2 atoms listed first:
C 3.2204 4.8561 1.6560
N -1.9412 0.6424 0.9627

=====

This record from the OMol25 dataset describes a 2-piece molecular cluster, C6H14N2O2 overall. The level of theory is ωB97M-V with the def2-TZVPD basis set.

Results
- Net charge: 0
- Frontier orbital gap: 9.89 eV
- SMILES: CNC(C)=O.CNC(C)=O

Geometry (Å):
C -1.3541 -0.2006 -1.9787
N -0.3663 0.8818 -2.1177
C -0.1237 2.0315 -1.3411
C 1.1956 2.6633 -1.5924
O -1.1289 2.6176 -0.8737
H -2.2613 0.0148 -1.2319
H -1.8915 -0.3859 -2.8414
H -0.8775 -1.1189 -1.6421
H 0.3955 0.4453 -2.4785
H 1.5208 3.4095 -0.7768
H 2.0748 1.9632 -1.5830
H 1.0070 3.2027 -2.5819
C 1.5820 -1.6488 0.4543
N 0.5428 -0.9469 1.2604
C -0.0077 -1.5068 2.3764
C -1.3235 -0.9540 2.8990
O 0.7855 -2.2677 3.0308
H 1.0210 -2.3679 -0.1196
H 2.0796 -0.8942 -0.0475
H 2.1263 -2.2444 1.1569
H 0.1718 -0.1612 0.6430
H -2.1313 -1.6063 3.3123
H -1.1166 -0.5513 3.8897
H -1.9200 -0.3746 2.1834

Cartesian forces (eV/Å) of the 2 atoms listed first:
C -1.8594 1.3848 3.7508
N -1.5714 0.4280 1.7800

=====

This record from the OMol25 dataset describes a 2-piece molecular cluster, C6H14N2O2 overall. The level of theory is ωB97M-V with the def2-TZVPD basis set.

Results
- Net charge: 0
- Frontier orbital gap: 10.37 eV
- SMILES: CNC(C)=O.CNC(C)=O

Geometry (Å):
C -0.0519 -0.0744 -2.7764
N -1.1019 -0.7177 -2.0225
C -0.6904 -1.4152 -0.9274
C -1.7078 -1.9922 -0.0306
O 0.4404 -1.6784 -0.6396
H 0.1360 -0.6803 -3.6687
H -0.2255 1.0396 -2.8054
H 0.8839 -0.2743 -2.1859
H -2.0606 -0.2858 -2.1650
H -2.0945 -1.6433 0.8706
H -2.6756 -2.2078 -0.3637
H -1.5178 -3.0295 0.2523
C 0.0816 2.1386 -0.1519
N 1.2077 1.4905 0.4927
C 0.6758 0.9961 1.6714
C 1.6021 0.0378 2.5602
O -0.4082 1.2012 2.0677
H -0.1979 3.0285 0.4482
H 0.3927 2.5683 -1.2149
H -0.6759 1.3836 -0.3277
H 2.0746 1.2512 0.1147
H 1.5014 -0.0128 3.7174
H 1.3646 -0.9674 2.0320
H 2.6401 0.0940 2.5082

Cartesian forces (eV/Å) of the 2 atoms listed first:
C 1.3360 0.0146 0.7949
N -1.1528 1.3290 -0.3421

=====

This record from the OMol25 dataset describes a 2-piece molecular cluster, C6H14N2O2 overall. The level of theory is ωB97M-V with the def2-TZVPD basis set.

Results
- Net charge: 0
- Frontier orbital gap: 10.06 eV
- SMILES: CC(=O)C(C)C.NC(N)=O

Geometry (Å):
C -0.2047 1.4317 1.2884
C 0.3575 0.8621 0.0290
O 0.2250 1.3363 -1.0788
C 1.6205 -0.1823 0.2755
C 2.7903 0.6875 0.7491
C 1.9741 -0.8812 -1.0309
H -0.2496 2.5171 1.2353
H 0.2957 1.0855 2.1868
H -1.2175 1.0407 1.4357
H 1.3878 -0.9147 1.0530
H 3.7015 0.1006 0.8628
H 2.9990 1.4654 0.0156
H 2.5782 1.1691 1.7016
H 2.1055 -0.1498 -1.8263
H 2.9156 -1.4231 -0.9413
H 1.1987 -1.5903 -1.3182
N -3.7247 -1.5070 -0.4407
C -2.5225 -0.9200 -0.0905
N -2.0991 0.0213 -1.0174
O -2.1412 -0.9493 1.0655
H -3.9349 -1.6427 -1.4157
H -4.1218 -2.1205 0.2516
H -1.1661 0.0377 -1.4109
H -2.7676 0.5261 -1.5794

Cartesian forces (eV/Å) of the 2 atoms listed first:
C -1.0937 -0.2088 0.1691
C 3.6463 -0.2614 0.6586

=====

This record from the OMol25 dataset describes a 2-piece molecular cluster, C6H14N2O2 overall. The level of theory is ωB97M-V with the def2-TZVPD basis set.

Results
- Net charge: 0
- Frontier orbital gap: 10.12 eV
- SMILES: CNC(C)=O.CNC(C)=O

Geometry (Å):
C -2.5594 0.0357 0.8548
N -2.1042 -1.2019 0.2932
C -2.0135 -1.4035 -1.0602
C -1.3315 -2.6867 -1.4575
O -2.3815 -0.5704 -1.8580
H -2.4927 0.8285 0.1205
H -3.6040 0.0495 1.1844
H -1.9428 0.3840 1.6898
H -1.8900 -1.9687 0.9070
H -1.0981 -2.6227 -2.5144
H -0.3675 -2.7538 -0.9663
H -1.8871 -3.6196 -1.3249
C 3.4313 0.1145 0.4405
N 2.1097 0.6971 0.5849
C 1.8847 1.9324 0.0383
C 0.5240 2.4917 0.3494
O 2.7312 2.4953 -0.6186
H 3.7206 0.0131 -0.6006
H 4.1548 0.6939 0.9901
H 3.4076 -0.9140 0.7808
H 1.3373 0.1345 0.9026
H 0.2510 2.4819 1.4047
H 0.3276 3.5135 0.0291
H -0.2077 1.8756 -0.1698

Cartesian forces (eV/Å) of the 2 atoms listed first:
C -0.3500 0.9395 0.4024
N 0.1103 -0.2072 -0.1039

=====

This record from the OMol25 dataset describes a 2-piece molecular cluster, C6H14N2O2 overall. The level of theory is ωB97M-V with the def2-TZVPD basis set.

Results
- Net charge: 0
- Frontier orbital gap: 9.81 eV
- SMILES: CNC(C)=O.CNC(C)=O

Geometry (Å):
C -0.5423 0.9054 2.4507
N -0.4258 1.3608 1.0437
C -1.6009 1.3855 0.2667
C -1.4336 2.1860 -1.0403
O -2.5099 0.6303 0.4779
H -1.4275 0.3427 2.7609
H 0.3166 0.2529 2.6026
H -0.4180 1.8305 3.0391
H 0.1232 2.1798 0.8314
H -2.1557 2.9996 -0.9212
H -0.4647 2.6094 -1.2827
H -1.8718 1.6111 -1.8482
C 2.9383 -0.5999 -0.1114
N 1.6011 -0.4639 -0.6168
C 0.9029 -1.6599 -0.8173
C -0.5838 -1.4496 -1.0758
O 1.4397 -2.7332 -0.7002
H 3.1317 0.1128 0.7309
H 3.1861 -1.6092 0.1947
H 3.7937 -0.3811 -0.7810
H 1.3111 0.4524 -0.8959
H -0.5466 -0.7775 -1.9622
H -1.1204 -2.3619 -1.3289
H -1.0764 -1.0695 -0.1906

Cartesian forces (eV/Å) of the 2 atoms listed first:
C 1.5633 0.9155 -0.1879
N -2.6774 0.1328 -0.4639

=====

Ordered ΔE to the lowest compared entry with this formula, charge and spin results: 4.020; 0.508; 2.382; 0.839; 2.924; 2.528; 2.962; 2.894; 2.911; 1.228; 0.789; 1.396; unit eV.